A molecular structure, C57H50N3O3P2RhS3 at a distorted geometry, computed with the ωB97M-V functional and the def2-TZVPD basis.

Each line ends with the Mulliken charge.
Cartesian coordinates (Å):
Rh1 -0.51159 -0.09567 0.13640  0.145
O1 -0.66651 0.66561 -3.12910  -0.970
S1 -0.21106 -0.30362 -2.11629  1.500
C1 -0.80973 -1.91340 -2.61562  -0.133
C2 -1.15597 -2.11251 -3.94575  -0.522
C3 -1.59349 -3.36543 -4.33769  -0.844
C4 -1.68837 -4.39475 -3.40391  -0.836
C5 -1.37954 -4.16445 -2.07328  -0.068
C6 -0.94393 -2.90555 -1.65936  -1.160
P1 -0.67779 -2.49331 0.11678  2.939
C7 -2.20519 -3.25940 0.78737  0.698
C8 -2.25940 -4.28633 1.72390  -0.281
C9 -3.48937 -4.76834 2.16132  -0.703
C10 -4.66842 -4.23128 1.66706  -0.915
C11 -4.61870 -3.20923 0.72567  -0.687
C12 -3.39551 -2.72813 0.28916  -1.277
C13 0.67008 -3.62528 0.60310  0.116
C14 0.94222 -3.80649 1.96127  0.258
C15 1.99227 -4.61298 2.37411  -1.287
C16 2.80163 -5.23754 1.43393  -0.803
C17 2.56465 -5.03405 0.08176  -0.769
C18 1.50776 -4.23178 -0.33285  -0.625
C19 1.54931 -0.47323 -2.45784  0.335
C20 2.01148 -0.97873 -3.66772  -0.649
C21 3.35889 -0.87476 -3.96477  -0.855
C22 4.22828 -0.25024 -3.07349  -0.830
C23 3.75589 0.24642 -1.87149  -0.316
C24 2.40426 0.13120 -1.55232  -0.848
P2 1.70580 0.70183 0.03563  2.856
C25 3.05692 0.18415 1.14948  -0.014
C26 3.27389 -1.18458 1.31105  -0.207
C27 4.29565 -1.63663 2.12925  -0.511
C28 5.10134 -0.72204 2.80308  -0.850
C29 4.88864 0.63852 2.64518  -0.656
C30 3.86964 1.09449 1.81406  -0.082
C31 1.79342 2.48597 -0.01944  -0.746
C32 0.84789 3.28806 0.84197  1.414
C33 1.61788 4.54040 1.24370  -0.850
C34 2.21632 5.23606 0.28145  -1.112
C35 2.13743 4.79192 -1.15301  -0.343
C36 1.79500 3.25542 -1.29118  -1.202
H1 -1.10487 -1.28056 -4.63808  0.670
H2 -1.87492 -3.53993 -5.36870  0.419
H3 -2.03306 -5.37390 -3.71302  0.450
H4 -1.50404 -4.95357 -1.34062  0.559
H5 -1.35221 -4.72283 2.12140  0.426
H6 -3.51946 -5.56738 2.89186  0.452
H7 -5.62448 -4.60344 2.01517  0.408
H8 -5.53327 -2.76842 0.34629  0.473
H9 -3.35773 -1.92212 -0.43692  0.525
H10 0.33536 -3.30263 2.70536  0.336
H11 2.18209 -4.74772 3.43206  0.453
H12 3.61569 -5.87567 1.75473  0.420
H13 3.20154 -5.50276 -0.65823  0.447
H14 1.34887 -4.06949 -1.39219  0.376
H15 1.32913 -1.44370 -4.36699  0.519
H16 3.73436 -1.27439 -4.89804  0.437
H17 5.27815 -0.15629 -3.32118  0.434
H18 4.43506 0.71751 -1.16989  0.517
H19 2.63323 -1.89397 0.79816  0.172
H20 4.46013 -2.70123 2.24609  0.471
H21 5.89348 -1.07380 3.45318  0.385
H22 5.51911 1.34903 3.16579  0.456
H23 3.70199 2.15846 1.68135  0.304
H24 0.44121 2.74361 1.69243  -0.827
H25 1.65091 4.84889 2.28351  0.504
H26 2.74758 6.15455 0.50791  0.486
H27 3.00749 5.12608 -1.71571  0.750
H28 2.27312 2.78545 -2.14620  0.959
S2 0.09660 7.80160 -1.89016  -0.265
C37 -0.17246 6.14749 -1.34746  -0.904
C38 0.74401 5.08932 -1.85371  0.307
C39 0.31231 3.66418 -1.48881  -1.250
N1 -0.23070 3.59805 -0.12511  0.608
C40 -1.13316 4.58414 0.22753  -0.752
C41 -1.14289 5.81250 -0.41133  -0.610
C42 0.94570 8.50446 -0.48155  0.436
C43 0.34578 8.62199 0.76339  -0.165
C44 1.09175 9.13852 1.81291  -0.420
N2 2.35549 9.55118 1.69448  -0.642
C45 2.90906 9.46131 0.48554  -0.343
C46 2.25360 8.94531 -0.62458  -0.211
H29 0.90083 5.17975 -2.93071  0.868
H30 -0.31623 3.10604 -2.18254  0.659
H31 -1.77820 4.37632 1.07479  0.522
H32 -1.88891 6.54242 -0.12032  0.624
H33 -0.68155 8.31819 0.91749  0.314
H34 0.65237 9.22783 2.80044  0.377
H35 3.93436 9.80681 0.40335  0.368
H36 2.75356 8.88261 -1.58359  0.381
C47 -1.02941 1.39446 4.06536  -1.467
C48 -0.58334 0.12988 3.31609  1.794
C49 -1.37543 -1.07632 3.85358  -1.054
C50 0.91220 -0.09121 3.54887  -1.735
N3 -0.85123 0.30594 1.91320  0.400
H37 -0.90489 1.26057 5.14287  0.420
H38 -2.07991 1.60550 3.85507  0.231
H39 -0.43482 2.25588 3.75197  0.295
H40 -1.04428 -1.31916 4.86607  0.504
H41 -1.23151 -1.94874 3.21400  0.138
H42 -2.44447 -0.86121 3.88298  0.122
H43 1.09765 -0.28471 4.60827  0.705
H44 1.48121 0.79166 3.25311  0.230
H45 1.27322 -0.93451 2.96067  0.022
O2 -8.70290 -0.49856 2.18813  -0.510
C51 -7.46534 -0.44848 2.74151  0.508
O3 -7.34462 -0.69755 3.90958  -0.581
C52 -6.32163 -0.10909 1.84567  0.773
C53 -5.05701 -0.04169 2.42156  -0.361
C54 -3.94023 0.23300 1.65726  0.200
C55 -4.03984 0.44557 0.27664  0.210
S3 -2.66859 0.79905 -0.75389  -0.266
C56 -5.31670 0.38829 -0.30024  -1.316
C57 -6.43289 0.11982 0.47387  -0.902
H46 -8.66461 -0.25492 1.25601  0.275
H47 -4.97585 -0.21347 3.48858  0.519
H48 -2.95996 0.27496 2.10406  -0.032
H49 -5.41605 0.54913 -1.36671  0.467
H50 -7.39186 0.08557 -0.03488  0.218

⟨S²⟩: 6.06
Kohn-Sham gap (alpha / beta), hartree: 0.237 / 0.216
Spin multiplicity: 5
HOMO (alpha / beta), eV: -6.48 / -6.84
Charge: 0



A molecular structure, C57H51CrNOP4S2 at a distorted geometry, computed with the ωB97M-V functional and the def2-TZVPD basis.

Each line ends with the Mulliken charge.
Cartesian coordinates (Å):
Cr1 0.44276 0.51171 -0.24453  -0.157
S1 -1.09784 2.32891 -1.03743  -0.934
P1 -2.30984 0.72431 -1.22033  2.633
C1 -1.31894 -0.48349 -0.46203  -0.909
P2 -0.72234 -1.88069 -1.29283  0.770
S2 1.24496 -1.70019 -0.87683  -0.554
C2 -1.32754 -3.48039 -0.67943  0.184
C3 -0.56564 -4.61949 -0.91243  -0.854
C4 -1.01424 -5.83969 -0.44233  -0.752
C5 -2.20974 -5.91369 0.25847  -0.610
C6 -2.96094 -4.77439 0.49467  -0.667
C7 -2.52104 -3.55139 0.02447  -0.017
C8 -1.00834 -1.95249 -3.07933  0.933
C9 -0.19794 -1.23159 -3.94633  -0.271
C10 -0.47954 -1.23609 -5.29893  -0.654
C11 -1.57074 -1.94679 -5.77453  -0.620
C12 -2.38764 -2.64649 -4.90213  -0.781
C13 -2.11434 -2.65069 -3.54873  -0.702
C14 -2.96024 0.62501 -2.91203  0.837
C15 -4.10834 -0.12979 -3.12933  -0.562
C16 -4.66274 -0.16419 -4.39293  -0.863
C17 -4.07174 0.54181 -5.42983  -0.555
C18 -2.91634 1.27151 -5.21073  -0.729
C19 -2.35254 1.31701 -3.95053  -0.557
C20 -3.81874 0.94321 -0.23393  0.900
C21 -4.71744 1.96001 -0.52973  -1.032
C22 -5.85754 2.09651 0.23957  -0.760
C23 -6.09644 1.23031 1.29747  -0.770
C24 -5.19684 0.21881 1.58967  -0.277
C25 -4.05464 0.07641 0.82417  -0.406
H1 0.36956 -4.53439 -1.45323  0.475
H2 -0.43624 -6.73449 -0.61723  0.442
H3 -2.55444 -6.86819 0.62477  0.409
H4 -3.88584 -4.83699 1.04777  0.488
H5 -3.09414 -2.64929 0.18967  0.355
H6 0.65296 -0.68459 -3.55073  0.239
H7 0.14796 -0.68749 -5.98483  0.487
H8 -1.78664 -1.95279 -6.83163  0.430
H9 -3.23904 -3.19159 -5.27573  0.462
H10 -2.74504 -3.18869 -2.85453  0.496
H11 -4.56384 -0.66619 -2.30573  0.479
H12 -5.55754 -0.73739 -4.57133  0.477
H13 -4.51794 0.52731 -6.41043  0.447
H14 -2.45644 1.81091 -6.02373  0.457
H15 -1.46584 1.90801 -3.75573  0.378
H16 -4.51444 2.63391 -1.35303  0.509
H17 -6.56744 2.87731 0.01427  0.445
H18 -6.98814 1.34781 1.89407  0.409
H19 -5.37514 -0.45529 2.41427  0.472
H20 -3.32194 -0.69149 1.04507  -0.243
C26 3.28306 1.57131 1.59767  -2.596
N1 2.70356 0.58421 2.47337  0.817
C27 1.50156 1.02071 3.13517  -1.817
P3 0.00876 0.86611 2.01957  2.102
C28 -0.77224 -0.59779 2.77547  1.020
C29 -1.62834 -0.54759 3.87227  -0.016
C30 -2.15184 -1.72179 4.38737  -1.103
C31 -1.79804 -2.94829 3.84757  -0.940
C32 -0.90124 -3.00489 2.79437  -1.138
C33 -0.40034 -1.83549 2.25567  -1.332
C34 -1.00654 2.30041 2.50257  1.516
C35 -2.39574 2.22561 2.56637  -0.673
C36 -3.15054 3.36691 2.77037  -0.969
C37 -2.53404 4.60341 2.86457  -0.992
C38 -1.15364 4.69011 2.79587  -0.778
C39 -0.39444 3.54741 2.62967  -1.155
C40 3.51156 -0.31429 3.20647  0.088
C41 2.93096 -1.50729 3.64067  -0.204
C42 3.65776 -2.41159 4.38927  -0.872
C43 4.98146 -2.15479 4.70407  -0.668
C44 5.56586 -0.97629 4.27617  -0.756
C45 4.83836 -0.05519 3.54317  -0.237
P4 2.73386 1.39431 -0.18413  2.365
C46 3.66026 2.80541 -0.92243  0.443
C47 4.25636 3.81231 -0.16563  -0.086
C48 4.91846 4.85821 -0.78493  -0.924
C49 5.01836 4.90951 -2.16343  -0.561
C50 4.43506 3.91041 -2.92403  -0.857
C51 3.74486 2.88121 -2.31003  -0.374
C52 3.78056 0.01731 -0.80843  1.383
C53 3.55776 -0.38079 -2.12893  -0.077
C54 4.22756 -1.45679 -2.67393  -0.614
C55 5.12386 -2.17339 -1.89853  -0.725
C56 5.34506 -1.79649 -0.58683  -0.816
C57 4.68046 -0.71119 -0.04253  -0.673
H21 4.37446 1.52241 1.59627  0.899
H22 2.97096 2.57771 1.90297  0.548
H23 1.59006 2.06331 3.47627  0.794
H24 1.31086 0.39751 4.01417  0.905
H25 -1.88194 0.40151 4.32347  0.591
H26 -2.83014 -1.67459 5.22587  0.491
H27 -2.20734 -3.85799 4.25727  0.473
H28 -0.58774 -3.95349 2.38757  0.591
H29 0.30316 -1.87719 1.43247  0.880
H30 -2.89074 1.27411 2.45487  0.196
H31 -4.22574 3.28771 2.83927  0.495
H32 -3.12574 5.49601 2.98917  0.409
H33 -0.66044 5.64771 2.86317  0.494
H34 0.68096 3.63051 2.58567  0.257
H35 1.90236 -1.72219 3.38557  0.618
H36 3.18596 -3.32079 4.73107  0.465
H37 5.55086 -2.86339 5.28337  0.418
H38 6.59066 -0.75429 4.53027  0.436
H39 5.31336 0.87441 3.26287  0.460
H40 4.22076 3.81201 0.90997  0.381
H41 5.34986 5.64641 -0.18603  0.428
H42 5.54866 5.71981 -2.63983  0.408
H43 4.50816 3.93591 -4.00013  0.446
H44 3.28006 2.12361 -2.92403  0.307
H45 2.81346 0.13721 -2.72573  -0.268
H46 4.02736 -1.75909 -3.69123  0.466
H47 5.61946 -3.03939 -2.30793  0.416
H48 6.02186 -2.36509 0.03147  0.482
H49 4.85516 -0.46659 0.99147  0.405
O1 1.29126 3.61851 0.20207  -0.430
H50 1.37686 4.12211 -0.61213  0.322
H51 0.37676 3.72401 0.49347  0.059

⟨S²⟩: 3.86
Kohn-Sham gap (alpha / beta), hartree: 0.253 / 0.291
Spin multiplicity: 4
HOMO (alpha / beta), eV: -10.08 / -10.19
Relative energy (zero: lowest compared OMol25 entry of this formula, charge and spin), kJ/mol: 195.9
Charge: +1